Entry 1:
{
  "formula": "C27H46BrNOP2PtS",
  "method": "ωB97M-V/def2-TZVPD",
  "elements": ["N", "C", "C", "C", "C", "C", "C", "Pt", "P", "C", "C", "C", "C", "C", "C", "C", "Br", "H", "H", "H", "H", "H", "H", "H", "H", "H", "H", "P", "C", "C", "H", "H", "H", "H", "H", "C", "C", "H", "H", "H", "H", "H", "C", "C", "H", "H", "H", "H", "H", "C", "C", "H", "H", "H", "H", "H", "C", "C", "H", "H", "H", "H", "H", "C", "C", "H", "H", "H", "H", "H", "C", "S", "C", "O", "H", "H", "H", "H", "H", "H"],
  "coordinates": [[-3.86, -7.92, -2.29], [-3.80, -7.49, -1.03], [-3.29, -6.22, -0.72], [-2.76, -5.40, -1.74], [-2.87, -5.87, -3.07], [-3.39, -7.16, -3.28], [-2.10, -4.14, -1.35], [-1.12, -0.40, -1.98], [-1.15, 1.71, -2.47], [-2.00, -2.89, -1.89], [-2.15, -1.82, -0.88], [-3.24, -0.86, -1.17], [-3.99, -0.34, -0.07], [-3.71, -0.75, 1.24], [-2.47, -1.41, 1.52], [-1.73, -1.99, 0.51], [-4.96, -0.59, 2.53], [-1.85, -4.19, -0.28], [-1.88, -2.68, -2.97], [-3.29, -5.89, 0.32], [-2.51, -5.28, -3.92], [-4.15, -8.18, -0.25], [-3.41, -7.59, -4.29], [-3.78, -0.97, -2.11], [-0.85, -2.62, 0.69], [-4.86, 0.26, -0.30], [-2.19, -1.60, 2.55], [1.10, -0.77, -2.43], [-2.68, 2.44, -1.79], [-2.92, 3.90, -2.17], [-2.57, 2.33, -0.70], [-3.55, 1.82, -2.08], [-3.78, 4.26, -1.61], [-2.06, 4.53, -1.93], [-3.14, 4.00, -3.24], [-1.05, 2.23, -4.22], [-0.67, 3.68, -4.55], [-2.07, 2.01, -4.57], [-0.37, 1.54, -4.74], [-0.73, 3.78, -5.64], [-1.35, 4.42, -4.11], [0.36, 3.94, -4.25], [0.32, 2.51, -1.67], [0.24, 3.95, -1.22], [1.12, 2.38, -2.42], [0.55, 1.88, -0.80], [1.21, 4.17, -0.75], [0.12, 4.66, -2.05], [-0.54, 4.11, -0.46], [2.30, 0.00, -1.20], [3.77, -0.38, -1.23], [1.88, -0.18, -0.20], [2.25, 1.08, -1.38], [3.94, -1.44, -0.96], [4.24, -0.17, -2.20], [4.31, 0.23, -0.48], [1.78, -0.23, -4.06], [1.16, -0.64, -5.40], [2.81, -0.61, -4.02], [1.83, 0.87, -3.98], [1.55, -1.62, -5.72], [0.06, -0.66, -5.41], [1.51, 0.08, -6.15], [1.60, -2.53, -2.38], [1.57, -3.12, -0.97], [2.62, -2.56, -2.81], [0.94, -3.07, -3.08], [0.87, -3.96, -0.93], [2.56, -3.51, -0.69], [1.28, -2.39, -0.20], [1.05, -1.22, 4.53], [0.67, -0.10, 3.17], [1.95, 1.14, 3.44], [0.99, -0.82, 1.89], [1.24, -0.64, 5.44], [1.93, -1.81, 4.26], [0.15, -1.85, 4.65], [2.07, 1.27, 4.52], [2.87, 0.81, 2.96], [1.60, 2.08, 3.00]],
  "lowdin_spin": [0.752, 0.076, 0.082, 0.001, 0.081, 0.075, 0.191, 0.306, 0.140, -0.002, 0.205, 0.103, 0.107, 0.204, 0.050, 0.085, 0.183, 0.008, 0.000, 0.007, 0.006, 0.015, 0.016, 0.012, 0.002, 0.000, 0.002, 0.104, 0.031, 0.010, 0.000, 0.003, 0.002, 0.000, 0.000, 0.036, 0.014, 0.000, 0.002, 0.003, 0.000, 0.000, 0.006, 0.003, 0.000, 0.000, 0.000, 0.000, 0.000, 0.007, 0.003, 0.000, 0.000, 0.000, 0.000, 0.000, 0.014, 0.001, 0.003, 0.000, 0.000, 0.000, 0.000, 0.037, 0.003, 0.006, 0.001, 0.001, 0.000, 0.001, 0.063, 0.305, 0.061, 0.552, 0.002, 0.006, 0.001, 0.004, 0.005, 0.001],
  "multiplicity": 5,
  "gap_ev": [5.989, 4.945],
  "charge": 4
}

Entry 2:
{
  "formula": "C27H46BrNOP2RuS",
  "method": "ωB97M-V/def2-TZVPD",
  "elements": ["N", "C", "C", "C", "C", "C", "C", "Ru", "P", "C", "C", "C", "C", "C", "C", "C", "Br", "H", "H", "H", "H", "H", "H", "H", "H", "H", "H", "P", "C", "C", "H", "H", "H", "H", "H", "C", "C", "H", "H", "H", "H", "H", "C", "C", "H", "H", "H", "H", "H", "C", "C", "H", "H", "H", "H", "H", "C", "C", "H", "H", "H", "H", "H", "C", "C", "H", "H", "H", "H", "H", "C", "S", "C", "O", "H", "H", "H", "H", "H", "H"],
  "coordinates": [[-5.88, -1.55, 4.59], [-4.92, -0.82, 5.15], [-4.28, 0.23, 4.46], [-4.58, 0.45, 3.10], [-5.62, -0.35, 2.54], [-6.23, -1.33, 3.33], [-3.76, 1.32, 2.28], [-1.13, 0.13, -3.11], [3.56, 0.41, -1.71], [-4.02, 1.47, 0.95], [-3.07, 1.89, -0.08], [-3.44, 1.81, -1.45], [-2.43, 1.71, -2.45], [-1.13, 1.55, -1.87], [-0.70, 1.99, -0.61], [-1.74, 2.23, 0.29], [0.56, -1.01, -4.60], [-2.98, 1.90, 2.79], [-4.99, 1.11, 0.58], [-3.50, 0.80, 4.97], [-5.91, -0.32, 1.50], [-4.68, -1.05, 6.20], [-7.05, -1.88, 2.87], [-4.51, 1.85, -1.75], [-1.54, 2.60, 1.31], [-2.62, 2.16, -3.43], [0.36, 2.02, -0.37], [-0.70, -1.36, -1.49], [3.12, 2.14, -1.38], [4.22, 3.12, -1.76], [2.87, 2.22, -0.30], [2.19, 2.40, -1.91], [4.04, 4.07, -1.23], [5.22, 2.77, -1.47], [4.18, 3.35, -2.83], [4.24, 0.12, -3.38], [4.95, 1.27, -4.12], [3.35, -0.20, -3.96], [4.89, -0.77, -3.30], [5.41, 0.85, -5.02], [4.24, 2.03, -4.45], [5.76, 1.72, -3.53], [4.24, -0.36, -0.24], [5.73, -0.12, -0.30], [4.00, -1.45, -0.26], [3.74, 0.02, 0.66], [6.21, -0.70, 0.48], [6.12, -0.44, -1.27], [5.97, 0.93, -0.13], [0.73, -1.74, -0.34], [1.27, -3.17, -0.40], [0.37, -1.53, 0.68], [1.53, -1.00, -0.50], [0.47, -3.90, -0.19], [1.71, -3.45, -1.37], [2.05, -3.34, 0.37], [-0.99, -2.74, -2.69], [-2.11, -2.32, -3.65], [-1.26, -3.56, -2.03], [-0.06, -2.96, -3.21], [-1.84, -2.54, -4.69], [-3.03, -2.90, -3.41], [-2.45, -1.22, -3.63], [-2.26, -1.79, -0.55], [-2.23, -1.79, 0.97], [-2.64, -2.76, -0.92], [-2.98, -1.04, -0.92], [-3.25, -1.78, 1.35], [-1.76, -2.69, 1.39], [-1.72, -0.90, 1.35], [0.26, -0.07, 4.06], [0.93, 1.14, 2.88], [2.21, 1.80, 3.97], [1.62, 0.41, 1.77], [0.48, 0.33, 5.05], [0.73, -1.04, 3.90], [-0.83, -0.12, 3.92], [3.13, 1.21, 3.87], [2.38, 2.84, 3.69], [1.81, 1.76, 4.98]],
  "lowdin_spin": [0.723, 0.077, 0.048, -0.011, 0.057, 0.085, 0.015, 0.880, 0.582, -0.019, 0.007, -0.010, 0.004, -0.018, 0.010, -0.005, 0.083, 0.001, 0.000, 0.006, 0.006, 0.016, 0.016, -0.001, 0.003, 0.000, 0.000, -0.011, 0.069, 0.031, 0.000, 0.011, 0.006, 0.001, 0.000, 0.070, 0.020, 0.018, 0.001, 0.003, 0.000, 0.000, 0.078, 0.042, 0.007, 0.000, 0.009, 0.002, 0.000, 0.015, 0.000, 0.000, 0.023, 0.000, 0.000, 0.000, 0.004, 0.030, 0.000, 0.002, 0.003, 0.001, 0.010, 0.004, 0.002, 0.000, 0.001, 0.000, 0.000, 0.000, 0.059, 0.289, 0.062, 0.566, 0.005, 0.004, 0.001, 0.004, 0.001, 0.005],
  "multiplicity": 5,
  "gap_ev": [7.013, 2.919],
  "charge": 4
}

no.,total energy (eV)
1,-134939.3377
2,-134272.0080